Below is a cluster of 16 separate species, C39H106F3O25 in total in a non-equilibrium geometry, with properties calculated with ωB97M-V with the def2-TZVPD basis set.

Last column: Löwdin charge in e.
Cartesian coordinates (Å):
C 0.985 -1.117 0.696  -0.425
O 0.630 0.229 1.075  -0.142
O 1.837 -1.473 1.712  -0.173
C -0.363 -1.937 0.442  -0.510
F -1.226 -1.693 1.416  0.140
F -1.111 -1.553 -0.654  0.064
F -0.245 -3.264 0.233  0.112
C -0.198 0.980 0.153  -0.205
C -0.213 2.489 0.511  -0.055
H -0.579 3.099 -0.315  0.065
H -0.751 2.746 1.424  0.055
H 0.781 2.844 0.785  0.050
H -1.207 0.575 0.227  0.099
H 0.145 0.884 -0.877  0.112
H 1.467 -1.206 -0.278  0.118
C 4.352 5.539 -4.285  -0.097
O 3.099 4.845 -4.290  -0.198
C 3.112 3.792 -3.323  -0.202
C 1.700 3.267 -3.051  -0.149
O 1.341 2.313 -4.081  -0.198
C 0.940 2.922 -5.303  -0.105
H 4.766 5.706 -3.291  0.085
H 4.202 6.436 -4.887  0.087
H 5.138 4.939 -4.744  0.075
H 3.510 4.146 -2.372  0.118
H 3.756 3.020 -3.745  0.108
H 1.035 4.108 -2.855  0.131
H 1.771 2.740 -2.099  0.098
H 0.701 2.097 -5.974  0.080
H 1.734 3.471 -5.809  0.081
H 0.011 3.485 -5.218  0.089
C -1.566 2.545 7.695  -0.101
O -2.352 3.148 6.662  -0.225
C -1.602 3.667 5.525  -0.161
C -2.217 3.396 4.148  -0.200
O -2.059 2.133 3.576  -0.210
C -2.597 1.052 4.260  -0.095
H -1.160 1.584 7.379  0.087
H -2.259 2.284 8.494  0.080
H -0.914 3.327 8.086  0.086
H -0.534 3.452 5.519  0.125
H -1.779 4.708 5.794  0.123
H -1.735 4.002 3.381  0.106
H -3.241 3.762 4.071  0.122
H -2.542 0.072 3.786  0.093
H -3.657 1.212 4.458  0.091
H -2.133 1.006 5.245  0.083
C -3.278 -3.025 -3.174  -0.079
O -3.949 -4.046 -2.464  -0.221
C -5.265 -3.674 -1.995  -0.153
C -5.272 -2.937 -0.647  -0.190
O -5.239 -1.529 -0.832  -0.191
C -5.162 -0.840 0.430  -0.070
H -2.364 -3.372 -3.655  0.088
H -2.932 -2.310 -2.428  0.078
H -3.919 -2.509 -3.889  0.090
H -5.864 -4.579 -1.890  0.124
H -5.804 -3.054 -2.711  0.123
H -4.395 -3.164 -0.042  0.120
H -6.234 -3.252 -0.243  0.125
H -6.097 -0.956 0.979  0.088
H -4.989 0.219 0.241  0.064
H -4.354 -1.221 1.053  0.077
C -6.872 6.804 0.533  -0.135
O -5.996 5.756 0.304  -0.169
C -6.416 4.670 1.078  -0.209
C -5.198 3.698 1.033  -0.205
O -5.093 3.312 -0.302  -0.172
C -3.883 2.635 -0.601  -0.093
H -6.267 7.704 0.641  0.088
H -7.548 6.723 1.384  0.085
H -7.457 6.927 -0.378  0.088
H -7.348 4.261 0.687  0.129
H -6.566 4.947 2.122  0.116
H -5.296 2.848 1.707  0.121
H -4.354 4.303 1.365  0.114
H -3.053 3.333 -0.716  0.078
H -3.999 1.974 -1.459  0.095
H -3.627 1.949 0.206  0.067
C 0.988 -5.858 1.836  -0.076
O 1.473 -6.314 0.552  -0.153
C 2.189 -5.377 -0.192  -0.242
C 2.452 -5.850 -1.578  -0.218
O 1.272 -5.859 -2.391  -0.194
C 1.577 -6.357 -3.722  -0.094
H 0.396 -6.609 2.360  0.084
H 0.358 -4.969 1.790  0.056
H 1.798 -5.507 2.475  0.071
H 3.196 -5.283 0.214  0.129
H 1.784 -4.373 -0.318  0.116
H 2.865 -6.843 -1.404  0.123
H 3.226 -5.253 -2.062  0.131
H 2.114 -5.610 -4.307  0.072
H 0.624 -6.463 -4.240  0.084
H 2.117 -7.300 -3.638  0.084
C -2.286 -4.517 5.989  -0.131
O -1.629 -3.720 5.041  -0.162
C -1.866 -4.163 3.700  -0.181
C -3.132 -3.656 2.999  -0.187
O -4.291 -4.329 3.444  -0.213
C -4.479 -5.714 3.154  -0.085
H -3.361 -4.370 5.887  0.082
H -1.974 -4.105 6.949  0.084
H -2.046 -5.580 6.039  0.083
H -1.716 -5.241 3.640  0.114
H -1.025 -3.669 3.214  0.115
H -3.041 -3.800 1.922  0.103
H -3.304 -2.585 3.107  0.116
H -4.322 -5.898 2.091  0.080
H -5.466 -5.985 3.529  0.086
H -3.768 -6.333 3.702  0.071
C 3.963 1.207 -0.818  -0.113
O 4.842 1.950 -1.596  -0.180
C 5.637 1.094 -2.409  -0.199
C 6.511 1.879 -3.323  -0.205
O 7.533 2.662 -2.770  -0.180
C 8.410 2.044 -1.858  -0.103
H 4.486 0.756 0.026  0.087
H 3.385 0.442 -1.336  0.082
H 3.198 1.912 -0.491  0.075
H 4.961 0.462 -2.985  0.106
H 6.175 0.378 -1.786  0.129
H 5.889 2.523 -3.945  0.112
H 7.024 1.181 -3.986  0.119
H 9.035 1.270 -2.303  0.089
H 7.814 1.697 -1.014  0.084
H 9.042 2.844 -1.473  0.087
C 1.401 -2.574 -3.582  -0.036
O 2.466 -2.076 -4.483  -0.177
C 2.587 -0.669 -4.401  -0.214
C 3.515 -0.108 -5.468  -0.175
O 4.867 -0.567 -5.288  -0.210
C 5.769 -0.178 -6.332  -0.100
H 1.257 -3.632 -3.803  0.061
H 0.455 -2.062 -3.756  0.082
H 1.706 -2.448 -2.543  0.080
H 2.925 -0.521 -3.375  0.108
H 1.664 -0.101 -4.516  0.109
H 3.520 0.982 -5.467  0.113
H 3.211 -0.448 -6.458  0.121
H 5.254 -0.349 -7.277  0.080
H 6.690 -0.736 -6.168  0.090
H 5.980 0.890 -6.281  0.072
O 3.614 1.339 2.545  -0.033
H 4.399 1.885 2.586  0.030
H 3.039 1.790 1.927  -0.004
O 3.319 -3.443 3.313  -0.062
H 2.741 -3.420 2.550  -0.019
H 3.922 -4.165 3.135  0.018
O 0.689 0.786 3.597  -0.051
H 0.880 0.664 2.668  -0.030
H -0.174 1.201 3.613  -0.018
O 4.307 -2.191 0.342  -0.077
H 3.370 -2.096 0.509  -0.029
H 4.729 -1.819 1.117  0.027
C -1.977 -6.057 -0.537  -0.156
O -3.375 -5.971 -0.667  -0.132
H -1.516 -5.140 -0.904  0.074
H -1.788 -6.166 0.531  0.066
H -1.473 -6.889 -1.028  0.076
H -3.468 -5.321 -1.367  0.011
C -1.761 6.118 0.937  -0.158
O -0.513 6.662 0.526  -0.138
H -2.578 6.553 0.362  0.079
H -1.712 5.035 0.822  0.048
H -1.925 6.340 1.992  0.070
H 0.206 6.290 1.042  0.010
C 1.719 4.631 3.067  -0.094
O 1.336 5.172 1.796  -0.147
H 2.572 5.158 3.495  0.080
H 0.858 4.855 3.695  0.077
H 1.937 3.564 3.023  0.067
H 2.049 5.051 1.165  0.091

Values from the calculation:
Highest occupied orbital energy (Ha): -0.188
Gap between HOMO and LUMO (eV): 7.171
Total charge: -1